Record 1
# C6H7ClO

The molecule C6H7ClO (the ωB97M-V functional and the def2-TZVPD basis, OMol25).

Atoms and positions in Å:
C -1.83051 -0.34791 0.02137
C -0.38154 -0.63666 -0.12184
C 0.17925 -1.88986 -0.07702
O 1.48751 -1.70232 0.09198
C 1.82978 -0.43788 -0.00168
Cl 3.52113 -0.18669 -0.02868
C 0.67617 0.31480 -0.02331
C 0.42673 1.81581 -0.00606
H -2.48546 -1.18985 -0.22275
H -2.14616 0.06299 1.02785
H -2.12066 0.43545 -0.70511
H -0.23841 -2.86079 -0.01769
H 0.61934 2.26808 0.98646
H -0.62769 2.02138 -0.25585
H 1.09053 2.33345 -0.66769

Summary:
HOMO-LUMO gap   9.3 eV
Relative energy (zero: lowest compared OMol25 entry of this formula, charge and spin)   103.4 kJ/mol
SMILES string   Cc1coc(Cl)c1C
Highest occupied orbital energy   -8.401 eV

=====

Record 2
# C4H9N

An isolated ion of composition C4H9N and charge +1 (the ωB97M-V functional and the def2-TZVPD basis, OMol25).

Atoms and positions in Å:
C 0.90027 -1.27598 -1.31393
N 0.78685 0.12847 1.16751
C -0.23819 0.25778 0.36442
C -0.23365 -0.42193 -0.87168
C -1.30623 1.19303 0.77579
H 1.12159 -2.03179 -0.55446
H 0.68670 -1.77656 -2.25679
H 1.76778 -0.62262 -1.48742
H 1.69527 -0.21710 0.87260
H 0.76356 0.61949 2.05067
H -1.09697 -0.26486 -1.50680
H -1.15886 1.63045 1.76425
H -2.28076 0.71240 0.87112
H -1.40735 2.06921 0.12473

Summary:
Net charge   +1
Multiplicity   2
HOMO-LUMO gap (spin up / spin down)   11.1 / 10.5 eV
Relative energy (zero: lowest compared OMol25 entry of this formula, charge and spin)   10.1 kJ/mol
Highest occupied orbital energy (spin up / spin down)   -14.520 / -17.361 eV

=====

Record 3
# C25H47ClFNO7P2S2

The molecule C25H47ClFNO7P2S2 (the ωB97M-V functional and the def2-TZVPD basis, OMol25).

Atoms and positions in Å:
C -3.91794 2.40605 5.55796
C -3.97159 3.85218 4.88613
C -3.99978 3.84300 3.28824
C -4.25535 2.41706 2.63399
C -4.58530 2.63416 1.09569
C -3.27653 2.87119 0.18186
C -3.50645 2.06400 -1.16835
C -2.62095 2.55875 -2.39762
C -2.11572 1.32935 -3.30067
C -3.29283 0.39373 -3.81377
C -2.80749 -1.04333 -4.30907
C -2.63657 -2.10548 -3.13445
C -1.07237 -2.31837 -2.80893
C -0.90879 -3.34241 -1.61261
C 0.57212 -3.87710 -1.37150
C 1.73220 -2.89862 -1.76936
C 1.98012 -1.59403 -0.91225
N 0.84495 -0.94842 -0.26549
C 0.34642 -1.50716 0.74163
S -0.37908 -2.40107 1.92804
C 3.37367 -1.60037 -0.06896
C 3.60997 -2.87480 0.83242
C 4.61664 -3.92693 0.12654
F 2.46171 -3.65110 1.15644
C 3.83831 -0.18259 0.47988
C 5.44067 -0.15742 0.09262
O 6.18150 -1.19433 0.76709
O 7.25195 -0.69862 1.47979
P 4.08187 -0.01800 2.37742
C 2.73981 -0.91903 3.35479
O 3.90974 1.65736 2.82038
C 3.33001 1.12160 -0.26322
P 1.86722 2.17227 0.35790
O 0.68316 1.98891 -0.89170
Cl 0.84363 1.43120 2.01786
O 3.18105 1.00978 -1.71776
S 2.46382 -0.34899 -2.27601
O 1.26586 0.04141 -3.10139
O 3.43347 -0.98260 -3.25065
H -3.55685 2.53326 6.62561
H -4.98724 2.01796 5.62240
H -3.22142 1.68386 5.04206
H -4.88987 4.37726 5.30391
H -3.04733 4.42978 5.22161
H -4.86701 4.50717 2.95848
H -3.02827 4.27165 2.87706
H -5.15591 1.90929 3.11548
H -3.38467 1.69416 2.75928
H -5.31722 3.47452 0.89694
H -5.05808 1.66818 0.70920
H -2.40204 2.42047 0.75194
H -3.05781 3.97164 0.03205
H -3.25556 0.96320 -0.99461
H -4.59443 2.17081 -1.48071
H -3.17208 3.34678 -2.99192
H -1.70716 3.07961 -1.95032
H -1.34943 0.76902 -2.68940
H -1.64162 1.80685 -4.21557
H -3.73903 0.90336 -4.73545
H -4.15747 0.28436 -3.08775
H -1.82507 -0.98081 -4.86740
H -3.60287 -1.40558 -5.04144
H -3.19196 -3.07565 -3.28284
H -3.06102 -1.60984 -2.19330
H -0.72115 -1.30811 -2.43668
H -0.58539 -2.65361 -3.76985
H -1.54360 -4.25803 -1.87346
H -1.39974 -2.89310 -0.69666
H 0.59714 -4.28851 -0.31558
H 0.67700 -4.79940 -2.03881
H 2.70352 -3.49773 -1.75502
H 1.58012 -2.66984 -2.87728
H 4.08308 -1.81475 -0.94872
H 4.13624 -2.68510 1.82336
H 5.15949 -4.49439 0.95001
H 4.06887 -4.67762 -0.51014
H 5.43885 -3.37580 -0.43868
H 5.55053 -0.20783 -1.04530
H 5.91071 0.82424 0.44649
H 7.87663 -0.32405 0.81615
H 2.01949 -0.22759 3.89764
H 2.15102 -1.69020 2.78778
H 3.28869 -1.48186 4.18502
H 4.46571 1.72559 3.61673
H 4.18525 1.88400 -0.17496
H 1.01179 2.44199 -1.69713

Summary:
HOMO-LUMO gap   8.3 eV
SMILES string   CCCCCCCCCCCCCCCC[C@@]1(N=C=S)[C@H]([C@H](C)F)[C@](COO)(P(C)O)[C@H](P(O)Cl)OS1(=O)=O
Highest occupied orbital energy   -8.709 eV

=====

Record 4
# H12NiO6

H12NiO6 as an isolated structure (the ωB97M-V functional and the def2-TZVPD basis, OMol25).

Atoms and positions in Å:
Ni 17.46500 2.68300 -34.48600
O 19.49400 2.13100 -34.13400
H 20.40300 2.45400 -33.98400
H 19.53500 1.43800 -33.51500
O 16.97200 1.02400 -35.72100
H 16.21700 0.92000 -36.24700
H 17.43800 0.16700 -35.85100
O 16.93300 1.38300 -32.97800
H 16.49900 1.78800 -32.22500
H 16.80700 0.41800 -32.82600
O 18.08700 3.73600 -36.05000
H 17.56000 4.30000 -36.59200
H 18.86200 4.24800 -35.80400
O 15.51800 3.39700 -34.69600
H 15.21000 3.89000 -35.47800
H 14.64300 3.00700 -34.37400
O 17.55900 4.18400 -33.02900
H 18.22900 4.52500 -32.47600
H 16.83000 4.80900 -32.87700

Summary:
Net charge   +2
Multiplicity   3
HOMO-LUMO gap (spin up / spin down)   13.2 / 12.2 eV
Relative energy (zero: lowest compared OMol25 entry of this formula, charge and spin)   45.7 kJ/mol
Highest occupied orbital energy (spin up / spin down)   -20.295 / -20.098 eV

=====

Record 5
# C6H12ClF6N3O8PPdS2

C6H12ClF6N3O8PPdS2 as an isolated structure (the ωB97M-V functional and the def2-TZVPD basis, OMol25).

Atoms and positions in Å:
Pd -0.66147 -0.86212 -0.14945
F -3.96303 -3.34516 -1.56162
C -3.03934 -2.53658 -1.20535
F -1.96387 -2.64268 -2.00680
F -3.44627 -1.27103 -1.26555
S -2.43904 -2.79324 0.60681
O -2.39490 -1.42638 1.15179
O -3.11729 -3.80683 1.29257
N -0.85501 -3.04947 0.30836
S 0.20922 -3.02240 1.52565
O 0.46008 -1.56909 1.72792
O -0.06571 -3.80393 2.65577
C 1.72804 -3.48374 0.49810
F 1.72186 -2.51651 -0.47574
F 1.65267 -4.64672 -0.05006
F 2.80379 -3.33377 1.21800
N 2.12812 1.08554 1.70387
C 2.64550 0.92838 0.31398
P 1.33272 1.40665 -0.92323
O 0.53205 2.51356 -0.35771
O 0.54290 0.14917 -1.38996
C 2.19939 2.04666 -2.43634
N 1.29899 3.07526 -3.04698
H 2.87722 1.32304 2.35853
H 1.67176 0.23522 2.04930
H 1.41370 1.82686 1.74023
H 3.02442 -0.07728 0.14197
H 3.46766 1.63345 0.18914
H 2.42001 1.25412 -3.14877
H 3.13259 2.52598 -2.14202
H 0.80325 3.57696 -2.29296
H 0.58995 2.65173 -3.65043
H 1.81435 3.75700 -3.61120
Cl -3.83233 2.17318 3.08514
C -3.13154 2.50587 1.56913
C -1.92445 1.42414 1.17941
O -2.05697 1.02087 0.00338
O -1.11228 1.19819 2.05159
H -2.60168 3.46143 1.57322
H -3.86505 2.41366 0.77030

Summary:
Net charge   +3
Multiplicity   5
HOMO-LUMO gap (spin up / spin down)   11.4 / 6.0 eV
Relative energy (zero: lowest compared OMol25 entry of this formula, charge and spin)   0.0 kJ/mol
Highest occupied orbital energy (spin up / spin down)   -20.140 / -20.185 eV

=====

Record 6
# C2H2DyFLiO

C2H2DyFLiO as an isolated structure (the ωB97M-V functional and the def2-TZVPD basis, OMol25).

Atoms and positions in Å:
H -0.31289 1.44456 -1.06209
C -0.04943 -1.11491 -0.13379
C -0.69340 0.03621 -0.27602
O 0.10521 1.16700 -0.09370
Li -2.35375 0.69952 1.00382
Dy 2.32514 0.93000 0.46197
F 1.39677 -1.05180 0.01100
H -0.41764 -2.11058 0.08881

Summary:
Net charge   +3
Multiplicity   6
HOMO-LUMO gap (spin up / spin down)   5.6 / 11.0 eV
Relative energy (zero: lowest compared OMol25 entry of this formula, charge and spin)   44.3 kJ/mol
Highest occupied orbital energy (spin up / spin down)   -22.796 / -24.684 eV

=====

Number 1: calculated total energy -768.22480 a.u., maximum force 0.0697 hartree/bohr. Number 2: calculated total energy -212.27631 a.u., maximum force 0.0260 hartree/bohr. Number 3: calculated total energy -3601.04543 a.u., maximum force 0.1505 hartree/bohr. Number 4: calculated total energy -1966.39261 a.u., maximum force 0.0505 hartree/bohr. Number 5: calculated total energy -3325.76774 a.u., maximum force 0.0302 hartree/bohr. Number 6: calculated total energy -1143.75703 a.u., maximum force 0.1230 hartree/bohr.